This record from OMol25 describes 11 unconnected molecules or ions with the total composition C6H36N2O10 at a distorted geometry. The level of theory is ωB97M-V/def2-TZVPD.

Properties
* structure (SMILES): CCNCCCCN.O.O.O.O.O.O.O.O.O.O
* E_HOMO: -8.318 eV
* E_LUMO: 0.0 eV
* HOMO-LUMO gap: 0.3058 Eh

ORCA input file:
```
! RIJCOSX wB97M-V def2-TZVPD def2/J DEFGRID3
* xyz 0 1
C -2.4177 0.4728 -0.3310
C -1.3280 1.3456 0.2469
C -1.7952 2.7156 0.7970
N -0.9363 3.1468 1.9120
C -1.9116 -0.8180 -1.0359
N -0.8259 -1.5678 -0.3488
C 0.3309 -1.9273 -1.1153
C 1.2840 -0.7466 -1.2278
H -3.1528 0.1166 0.3859
H -3.0612 1.0586 -1.0222
H -0.5121 1.4473 -0.4511
H -0.7292 0.8726 1.0431
H -1.7935 3.3631 -0.0937
H -2.7363 2.5309 1.3228
H -0.1595 3.7076 1.6166
H -0.6635 2.3914 2.5185
H -1.6613 -0.7267 -2.1259
H -2.7429 -1.4823 -0.8257
H -0.5265 -1.1644 0.5182
H 0.1036 -2.3104 -2.1392
H 0.8274 -2.7800 -0.6503
H 2.2997 -1.1347 -1.4635
H 1.5354 -0.2742 -0.2737
H 1.0684 -0.0329 -2.0184
H 2.3967 -0.9239 2.2775
H 3.8179 -0.5928 2.9366
O 3.0508 -0.2377 2.4834
H 1.5924 2.9202 -2.8793
H 1.6171 1.6281 -2.0524
O 1.0138 2.2490 -2.5045
H 0.4049 -3.0592 0.8274
H 0.5201 -3.5403 2.3480
O 0.7301 -2.8288 1.7241
H 1.7034 2.3159 1.0179
H 2.6063 1.3473 1.8711
O 2.5914 1.9536 1.0910
H 0.9236 1.5059 4.7184
H 1.8900 0.6646 3.8083
O 1.6150 1.5598 4.0504
H -2.4629 2.0111 -3.7615
H -1.6033 0.8090 -3.8694
O -2.5323 1.0473 -3.7456
H 4.5206 0.2244 -0.8706
H 3.7225 1.4202 -0.1903
O 3.6710 0.6808 -0.8434
H -0.7383 -1.5967 2.3526
H -0.1212 -0.8900 3.6299
O -0.5557 -0.7559 2.7862
H -1.0344 -1.3250 -3.8853
H -2.3623 -0.8830 -4.5272
O -1.5925 -1.4692 -4.6544
H -1.5384 -3.9746 -0.4633
H -2.6359 -4.1898 0.6527
O -1.7065 -4.2741 0.4330
*
```

Results of the natural (NBO) charge analysis, in e, for atoms 1 through 4: atom 1 (C): -0.420, atom 2 (C): -0.434, atom 3 (C): -0.220, atom 4 (N): -0.859



This record from OMol25 describes a single C3H6N2OS molecule at a distorted geometry. The level of theory is ωB97M-V/def2-TZVPD.

Properties
* structure (SMILES): C1=NSCCON1
* E_HOMO: -8.437 eV
* E_LUMO: 0.8 eV
* HOMO-LUMO gap: 0.3410 Eh

ORCA input file:
```
! RIJCOSX wB97M-V def2-TZVPD def2/J DEFGRID3
* xyz 0 1
C 0.5043 1.5471 0.4329
C -1.0034 1.3762 0.0148
C 0.8716 -1.4486 0.0162
H 1.0358 1.2197 1.3278
H 0.8480 2.5524 0.3341
H -1.7103 1.8604 0.8738
H -1.2637 2.1140 -0.9807
H 1.4815 -2.4421 0.5489
H 2.6035 -0.4620 -0.2961
N -0.3551 -1.6049 0.1166
N 1.7597 -0.2808 0.1448
O 1.2731 0.7506 -0.6304
S -1.5780 -0.4060 -0.0861
*
```

Results of the natural (NBO) charge analysis, in e, for atoms 1 through 4: atom 1 (C): -0.115, atom 2 (C): -0.607, atom 3 (C): 0.238, atom 4 (H): 0.227



This record from OMol25 describes a single C4H3N3O molecule at a distorted geometry. The level of theory is ωB97M-V/def2-TZVPD.

Properties
* structure (SMILES): O=c1cccnnn1
* E_HOMO: -9.761 eV
* E_LUMO: -1.1 eV
* HOMO-LUMO gap: 0.3185 Eh

ORCA input file:
```
! RIJCOSX wB97M-V def2-TZVPD def2/J DEFGRID3
* xyz 0 1
C 1.3352 -0.5077 0.0451
C 0.8647 0.7540 -0.4551
C -0.4396 0.9521 -0.2116
C -1.3137 0.0518 0.4641
H 1.6222 1.4673 -0.8002
H -0.9393 2.0254 -0.2243
H -2.1790 0.6756 0.9402
N -1.3337 -1.2871 0.5244
N -0.5183 -1.8690 -0.4335
N 0.6485 -1.5467 -0.6768
O 2.2530 -0.7157 0.8277
*
```

Results of the natural (NBO) charge analysis, in e, for atoms 1 through 4: atom 1 (C): 0.578, atom 2 (C): -0.217, atom 3 (C): -0.232, atom 4 (C): 0.022



This record from OMol25 describes a molecular structure, C37H32AsIrN5O2 at a distorted geometry. The level of theory is ωB97M-V/def2-TZVPD.

Properties
* E_HOMO (alpha / beta): -9.242 / -11.002 eV
* E_LUMO (alpha / beta): -2.0 / -5.0 eV
* HOMO-LUMO gap (alpha / beta): 0.2661 / 0.2223 Eh

ORCA input file:
```
! RIJCOSX wB97M-V def2-TZVPD def2/J DEFGRID3
* xyz 1 5
Ir -0.0579 1.2123 0.4902
C 4.8494 -0.7339 -1.3635
C 3.6362 -1.2730 -1.7580
C 2.4714 -0.5414 -1.6368
C 2.5098 0.7554 -1.1141
C 3.7485 1.3155 -0.7720
C 4.9026 0.5678 -0.8873
N 1.3307 1.4787 -0.9496
C 1.2840 2.7455 -1.4919
C 2.0626 3.1831 -2.5655
C 1.8543 4.4447 -3.0995
C 0.8764 5.2879 -2.5802
C 0.1060 4.8974 -1.5003
C 0.3092 3.6335 -0.9449
N -0.3348 3.1144 0.1268
N -1.2712 3.7222 0.7884
C -1.8160 3.0265 1.7784
C -2.8960 3.5522 2.5184
C -3.4044 2.8303 3.5631
C -2.8132 1.6035 3.8938
C -1.7743 1.1320 3.1245
N -1.2937 1.7819 2.0653
H 5.7539 -1.3158 -1.4407
H 3.6074 -2.2640 -2.1837
H 1.5263 -0.9230 -1.9998
H 3.7828 2.3282 -0.3943
H 5.8526 0.9975 -0.6129
H 2.8113 2.5253 -2.9819
H 2.4555 4.7692 -3.9345
H 0.7248 6.2618 -3.0184
H -0.6426 5.5406 -1.0667
H -3.3058 4.5003 2.2149
H -4.2415 3.1991 4.1352
H -3.1751 1.0178 4.7224
H -1.3100 0.1814 3.3586
N -1.2682 1.1294 -3.0304
C -2.4528 1.7753 -2.7734
C -2.9143 1.7848 -1.0721
O -3.7200 2.6336 -0.8667
O -2.3154 0.8995 -0.4947
H -0.4025 1.6166 -2.8496
H -1.2345 0.1302 -2.8821
H -3.3188 1.2534 -3.1783
H -2.4259 2.8329 -3.0190
C -3.2385 -3.0240 3.8013
C -1.9004 -3.3650 3.9031
C -0.9805 -2.8608 2.9965
C -1.4007 -2.0092 1.9803
C -2.7408 -1.6374 1.9118
C -3.6583 -2.1539 2.8080
As -0.1589 -1.2456 0.6763
C 1.5374 -2.0647 1.1732
C 1.8434 -3.4145 1.0257
C 3.0985 -3.8817 1.3797
C 4.0400 -3.0154 1.9124
C 3.7252 -1.6808 2.1121
C 2.4820 -1.2102 1.7333
C -0.7598 -2.1433 -0.9609
C -2.0601 -1.9418 -1.4198
C -2.4622 -2.4300 -2.6530
C -1.5731 -3.1385 -3.4453
C -0.2902 -3.3785 -2.9827
C 0.1151 -2.8786 -1.7556
H -3.9521 -3.4261 4.5031
H -1.5687 -4.0272 4.6888
H 0.0685 -3.1255 3.0868
H -3.0584 -0.9134 1.1703
H -4.6985 -1.8741 2.7344
H 1.0948 -4.1039 0.6468
H 3.3445 -4.9255 1.2466
H 5.0161 -3.3857 2.1829
H 4.4463 -1.0149 2.5621
H 2.2214 -0.1602 1.8748
H -2.7722 -1.3991 -0.8152
H -3.4734 -2.2568 -2.9939
H -1.8825 -3.5049 -4.4122
H 0.4041 -3.9530 -3.5777
H 1.1244 -3.0643 -1.4114
*
```

Results of the Löwdin charge analysis, in e, for atoms 1 through 4: atom 1 (Ir): 1.180, atom 2 (C): -0.065, atom 3 (C): -0.063, atom 4 (C): -0.038



The evaluated ΔE to the lowest compared entry with this formula, charge and spin for the records listed, in turn: 3.615; 5.867; 3.412; 0.000 eV.